1.
{"formula": "C21H32BF9N4O3P2RbS", "method": "ωB97M-V with the def2-TZVPD basis set", "elements": ["Rb", "C", "C", "C", "C", "C", "C", "C", "H", "H", "H", "H", "H", "H", "H", "H", "C", "N", "C", "P", "O", "O", "P", "O", "N", "C", "C", "N", "C", "C", "N", "C", "C", "H", "H", "H", "H", "H", "H", "H", "H", "H", "H", "H", "H", "H", "H", "H", "H", "H", "H", "H", "H", "H", "H", "H", "H", "F", "C", "C", "F", "C", "F", "C", "S", "C", "F", "C", "F", "F", "B", "F", "F", "F"], "coordinates": [[-0.78933, -1.12204, -0.81173], [-5.22018, -1.34111, -2.56958], [-4.06717, -0.47231, -2.98870], [-2.91930, -1.02865, -3.55557], [-1.82805, -0.23668, -3.88627], [-1.86434, 1.13354, -3.65706], [-3.00405, 1.70123, -3.10919], [-4.09363, 0.90334, -2.77981], [-4.96924, -1.86975, -1.64818], [-5.45328, -2.08405, -3.33386], [-6.11485, -0.74474, -2.38731], [-2.86271, -2.10138, -3.70667], [-0.92400, -0.69074, -4.27093], [-0.99490, 1.73809, -3.87957], [-3.04439, 2.76808, -2.92128], [-4.97537, 1.35434, -2.33726], [1.53317, 1.31241, 4.63353], [1.04103, 0.19226, 3.86345], [0.61077, -0.95802, 4.64747], [1.24058, -0.03237, 2.24216], [0.23499, -0.90984, 1.63881], [1.17412, 1.49688, 1.70906], [0.11401, 2.15856, 0.64563], [0.02156, 1.46610, -0.64269], [-1.30708, 2.24840, 1.45401], [-2.53658, 1.81780, 0.77567], [-1.42284, 2.24167, 2.90466], [0.77207, 3.67206, 0.49773], [0.74770, 4.58386, 1.62324], [1.99258, 3.74610, -0.29986], [2.77809, -0.54947, 1.93574], [3.89119, 0.28258, 2.36082], [3.02075, -1.25540, 0.67102], [2.40542, 1.03976, 5.24026], [0.75201, 1.66383, 5.31581], [1.81056, 2.13580, 3.97814], [1.44975, -1.42923, 5.17117], [0.13182, -1.68657, 3.99618], [-0.12361, -0.63150, 5.38839], [-2.39463, 1.83595, -0.30194], [-3.34101, 2.51084, 1.03485], [-2.82357, 0.81160, 1.09504], [-0.50578, 2.59434, 3.37027], [-1.64347, 1.23554, 3.27335], [-2.23671, 2.90813, 3.20283], [-0.23260, 4.57071, 2.09630], [0.93573, 5.59775, 1.26439], [1.51307, 4.34295, 2.37531], [1.94469, 3.01966, -1.10868], [2.88573, 3.54411, 0.30544], [2.08243, 4.74685, -0.72674], [3.70191, 0.70298, 3.34728], [4.08580, 1.10426, 1.66094], [4.79130, -0.33106, 2.42535], [2.22176, -1.97200, 0.50037], [3.96159, -1.80049, 0.76329], [3.07480, -0.58687, -0.19331], [3.16251, -6.24198, -4.15974], [2.89133, -4.95829, -3.86450], [1.58375, -4.51313, -3.79408], [0.57882, -5.37279, -4.02355], [1.32482, -3.19363, -3.48827], [0.02871, -2.82559, -3.41374], [2.32137, -2.23828, -3.23834], [1.94525, -0.59462, -2.84891], [3.62687, -2.73959, -3.31819], [4.67225, -1.92951, -3.08812], [3.91134, -4.05846, -3.62154], [5.18614, -4.48138, -3.68133], [-4.52654, -3.08371, 1.47737], [-3.30136, -2.45745, 1.26805], [-2.22904, -3.29872, 1.58597], [-3.22067, -1.26606, 2.02913], [-3.18386, -2.09488, -0.11201]], "forces_ev_per_a": [[-0.074, -0.356, -0.491], [0.009, -0.010, 0.012], [0.018, 0.013, -0.010], [0.003, 0.055, 0.056], [0.005, -0.012, 0.024], [0.033, -0.014, 0.013], [-0.011, -0.003, -0.002], [0.007, -0.008, 0.003], [-0.008, -0.010, -0.002], [0.008, -0.008, -0.001], [0.002, -0.002, -0.004], [-0.040, -0.001, -0.021], [0.002, 0.026, -0.030], [-0.002, 0.001, 0.003], [0.011, -0.002, -0.004], [-0.003, -0.011, 0.001], [-0.013, 0.008, -0.002], [0.020, -0.025, -0.071], [-0.011, 0.000, -0.009], [0.139, 0.081, 0.085], [0.028, -0.053, 0.221], [-0.038, 0.057, -0.063], [0.008, 0.095, 0.240], [0.192, 0.177, 0.028], [0.048, -0.035, 0.068], [0.019, 0.037, 0.012], [-0.004, -0.015, -0.025], [-0.111, 0.002, -0.093], [-0.006, 0.001, 0.007], [0.003, -0.016, 0.017], [-0.075, 0.057, 0.009], [0.003, -0.015, 0.003], [-0.006, 0.016, 0.006], [-0.002, -0.004, 0.000], [0.000, 0.000, -0.003], [0.003, -0.002, 0.003], [0.007, 0.001, -0.005], [0.005, -0.007, 0.008], [0.000, -0.005, -0.004], [-0.007, -0.019, -0.002], [-0.007, 0.002, -0.020], [0.008, 0.001, -0.014], [0.011, -0.011, 0.008], [-0.005, -0.004, -0.001], [0.001, 0.006, 0.001], [0.002, 0.001, -0.001], [0.002, -0.002, 0.002], [-0.002, 0.003, 0.002], [0.006, 0.011, -0.008], [-0.001, 0.002, 0.000], [-0.002, -0.001, -0.003], [0.006, 0.005, 0.000], [-0.004, -0.004, -0.009], [0.000, 0.000, 0.001], [0.008, 0.004, -0.013], [0.004, -0.005, -0.014], [0.009, -0.010, 0.003], [0.013, 0.004, -0.005], [-0.032, -0.033, -0.009], [0.006, -0.017, -0.011], [0.002, 0.000, 0.002], [0.104, 0.070, 0.044], [-0.063, -0.088, -0.003], [-0.079, 0.001, 0.031], [-0.002, 0.046, 0.013], [-0.043, -0.073, -0.017], [0.024, 0.003, 0.003], [0.033, 0.041, 0.010], [0.011, 0.003, -0.002], [0.002, -0.016, 0.004], [0.029, 0.093, 0.105], [-0.014, 0.004, 0.005], [0.009, -0.018, -0.025], [-0.201, -0.014, -0.058]], "e_above_lowest_kj_mol": 59.6, "homo_lumo_gap_ev": 6.203, "total_charge": -1}

2.
{"formula": "C9H16N", "method": "ωB97M-V with the def2-TZVPD basis set", "elements": ["C", "C", "C", "C", "C", "C", "C", "C", "C", "N", "H", "H", "H", "H", "H", "H", "H", "H", "H", "H", "H", "H", "H", "H", "H", "H"], "coordinates": [[-1.13377, 1.94352, 1.45364], [-1.91165, 0.96512, 1.89060], [-0.77469, 0.63666, 1.06553], [-1.00642, -1.24594, -1.57877], [-1.67028, -2.15678, 0.66774], [2.47077, 1.19681, 0.75526], [1.37709, 1.20092, -1.53421], [-0.50019, -1.46141, -0.13383], [1.79217, 0.42872, -0.34131], [-0.03276, -0.20618, 0.49124], [-0.70038, 2.94478, 1.43622], [-2.81856, 0.60698, 2.27779], [-0.27477, -1.03788, -2.36993], [-1.45652, -2.16645, -1.88697], [-1.66622, -0.50149, -1.76698], [-1.64897, -2.09367, 1.71950], [-1.65249, -3.23427, 0.70861], [-2.71194, -1.83979, 0.36201], [2.84416, 0.52749, 1.47186], [3.24639, 1.81670, 0.38144], [1.70080, 1.79851, 1.25551], [2.34005, 1.81824, -1.98381], [0.73669, 1.98412, -1.28109], [0.85207, 0.71776, -2.38443], [0.36844, -2.12341, -0.27404], [2.23099, -0.51903, -0.40160]], "forces_ev_per_a": [[1.718, 0.321, 0.441], [1.029, -0.080, -1.964], [-1.277, 0.226, 0.985], [2.385, -1.671, -0.164], [-0.578, 0.367, -0.752], [-2.374, -0.001, -0.046], [2.366, 0.576, -2.368], [-1.109, -0.727, -0.086], [-1.883, 1.087, 1.003], [2.761, 0.230, -2.134], [-0.843, -0.129, 0.165], [-0.916, -0.147, 0.754], [0.575, -0.326, 0.621], [-0.400, -0.631, -0.140], [-2.545, 2.410, 0.306], [0.462, 1.261, 1.534], [0.219, -0.597, -1.323], [1.287, -0.223, 0.016], [0.675, -0.828, 1.000], [0.656, 0.638, -0.466], [0.415, 0.289, -0.092], [-2.113, -1.819, 1.097], [-1.048, 1.445, 0.847], [0.826, -0.231, 0.730], [-0.285, 0.171, 0.719], [-0.004, -1.612, -0.684]], "e_above_lowest_kj_mol": 497.4, "homo_lumo_gap_ev": 10.122, "total_charge": 1}

3.
{"formula": "C16H18N2O5S", "method": "ωB97M-V with the def2-TZVPD basis set", "elements": ["C", "O", "C", "C", "C", "C", "N", "S", "O", "O", "C", "C", "C", "C", "N", "C", "C", "O", "C", "C", "C", "O", "C", "C", "H", "H", "H", "H", "H", "H", "H", "H", "H", "H", "H", "H", "H", "H", "H", "H", "H", "H"], "coordinates": [[4.17452, -3.43259, 2.71182], [3.36263, -2.28455, 2.64182], [2.32441, -2.27650, 1.76225], [1.54871, -1.11638, 1.74088], [0.46590, -1.00844, 0.89454], [0.13605, -2.05218, 0.03982], [-0.96212, -1.95101, -0.83450], [-0.70387, -0.94605, -2.17069], [0.67895, -0.99383, -2.56589], [-1.69699, -1.30954, -3.13629], [-1.06875, 0.66087, -1.49939], [-0.06136, 1.59732, -1.37004], [-0.35544, 2.83572, -0.83499], [-1.65845, 3.13676, -0.42797], [-1.89333, 4.40208, 0.10379], [-3.06169, 4.93489, 0.58847], [-2.87869, 6.35876, 1.06746], [-4.11310, 4.34554, 0.63323], [-2.66464, 2.17901, -0.56770], [-2.36265, 0.94242, -1.10640], [0.92149, -3.20569, 0.04595], [0.58263, -4.23831, -0.80949], [1.37889, -4.28189, -1.98409], [2.00236, -3.32402, 0.90766], [4.91791, -3.22051, 3.47859], [3.59708, -4.31579, 3.00252], [4.68168, -3.62487, 1.76102], [1.81435, -0.31144, 2.40693], [-0.13661, -0.11409, 0.89159], [-1.24247, -2.86693, -1.16897], [0.93498, 1.33717, -1.68948], [0.42404, 3.57701, -0.73003], [-1.08036, 5.00287, 0.12945], [-2.53671, 6.99027, 0.25013], [-2.14559, 6.39470, 1.87067], [-3.82864, 6.73489, 1.43519], [-3.66810, 2.41399, -0.25504], [-3.12162, 0.18779, -1.23212], [2.42152, -4.51365, -1.74364], [1.33780, -3.32959, -2.52220], [0.96128, -5.07590, -2.60020], [2.57397, -4.23829, 0.88537]], "forces_ev_per_a": [[0.116, -0.148, 0.017], [-0.207, 0.205, -0.045], [-0.155, 0.103, -0.141], [0.165, -0.026, 0.058], [0.092, -0.253, 0.146], [0.601, -0.318, 0.425], [-0.249, 0.471, -0.776], [0.040, -0.233, 0.051], [-0.080, 0.329, 0.245], [-0.300, -0.012, 0.171], [0.230, -0.552, -0.247], [0.072, 0.015, -0.053], [-0.139, -0.029, 0.012], [0.037, -0.358, -0.128], [0.420, 0.120, -0.061], [0.207, 0.420, 0.115], [-0.252, -0.036, 0.045], [-0.250, -0.143, 0.005], [-0.172, -0.035, 0.021], [0.039, 0.077, -0.006], [-0.232, 0.243, -0.164], [-0.122, 0.281, 0.588], [0.192, 0.002, -0.367], [0.132, -0.126, 0.087], [-0.033, -0.066, -0.065], [0.016, 0.024, -0.023], [-0.029, -0.003, 0.024], [0.022, 0.101, 0.093], [-0.076, 0.073, 0.067], [-0.133, -0.009, -0.206], [0.155, 0.039, -0.004], [0.088, 0.068, 0.006], [-0.218, -0.053, 0.031], [0.060, 0.070, -0.044], [0.083, 0.035, 0.049], [0.002, -0.027, -0.009], [0.001, -0.021, -0.013], [-0.191, -0.041, 0.044], [-0.058, -0.004, 0.002], [0.010, -0.103, 0.052], [0.070, 0.017, -0.018], [0.048, -0.097, 0.018]], "e_above_lowest_kj_mol": 298.1, "smiles": "COc1ccc(NS(=O)(=O)c2ccc(NC(C)=O)cc2)c(OC)c1", "homo_lumo_gap_ev": 8.748}

4.
{"formula": "C16H20NO2", "method": "ωB97M-V with the def2-TZVPD basis set", "elements": ["C", "O", "C", "C", "C", "C", "C", "O", "C", "C", "C", "H", "H", "H", "H", "H", "H", "H", "H", "H", "H", "H", "C", "C", "C", "C", "C", "N", "C", "C", "H", "H", "H", "H", "H", "H", "H", "H", "H"], "coordinates": [[-5.94818, -1.00721, -2.12612], [-5.04040, -1.87173, -1.39735], [-4.17564, -1.30775, -0.51191], [-3.26188, -2.17099, 0.16353], [-2.26632, -1.63441, 0.94398], [-2.12604, -0.22850, 1.05920], [-1.06169, 0.28468, 1.84742], [-1.10927, 1.54312, 2.20860], [-0.28210, 1.92058, 3.31549], [-3.08744, 0.63534, 0.45752], [-4.09347, 0.10319, -0.32168], [-6.53043, -1.67457, -2.75908], [-6.62013, -0.46453, -1.45029], [-5.40503, -0.28709, -2.74971], [-3.33643, -3.24821, 0.02344], [-1.56082, -2.24822, 1.50379], [-0.31378, -0.37950, 2.30698], [-0.42479, 2.99448, 3.42775], [-0.61055, 1.38937, 4.21753], [0.75863, 1.66047, 3.08743], [-3.02389, 1.71200, 0.62601], [-4.79934, 0.77030, -0.82615], [6.12998, 0.27255, -1.54945], [5.85538, -0.19415, -0.25615], [4.53130, -0.31361, 0.17969], [3.47860, -0.00621, -0.69024], [2.04508, -0.25344, -0.26907], [1.40703, 0.82161, 0.47280], [3.75292, 0.50819, -1.96641], [5.07625, 0.63020, -2.40278], [7.16100, 0.36838, -1.88680], [6.67193, -0.46708, 0.41643], [4.29885, -0.65513, 1.19430], [1.46324, -0.46380, -1.17815], [2.01439, -1.13303, 0.38697], [1.82029, 1.72651, 0.24305], [0.40713, 0.86407, 0.28767], [2.92159, 0.80022, -2.61925], [5.28404, 1.00392, -3.40898]], "forces_ev_per_a": [[-0.008, 0.006, 0.039], [0.851, 0.867, 1.245], [-0.119, -0.114, -0.981], [-0.242, 0.000, -0.108], [0.011, 0.158, -0.356], [0.570, 0.515, 0.298], [-1.776, 0.573, 0.742], [-0.033, -1.616, -0.686], [0.732, 0.177, 0.524], [-0.183, -0.341, -0.084], [0.061, 0.067, 0.027], [0.117, 0.062, 0.111], [0.172, -0.230, -0.029], [0.023, -0.254, 0.131], [-0.133, 0.289, 0.040], [-0.196, -0.125, -0.361], [-0.175, 0.384, -0.240], [0.152, -0.194, 0.041], [-0.023, 0.199, -0.255], [-0.180, 0.202, 0.010], [0.022, -0.347, -0.186], [0.312, -0.329, 0.323], [-0.425, -0.040, 0.139], [-0.147, 0.165, -0.092], [0.089, 0.006, -0.322], [0.004, 0.318, 0.113], [-0.094, -0.671, -0.389], [-0.093, 1.050, 0.567], [0.220, -0.175, 0.165], [-0.002, 0.034, 0.258], [-0.252, -0.060, 0.070], [-0.247, 0.130, -0.248], [0.169, 0.009, -0.402], [0.174, -0.208, 0.133], [0.080, -0.099, -0.349], [-0.264, -0.258, 0.034], [0.529, 0.179, -0.483], [0.354, -0.212, 0.183], [-0.046, -0.119, 0.379]], "e_above_lowest_kj_mol": 211.4, "homo_lumo_gap_ev": 6.265, "total_charge": 1}

5.
{"formula": "C4H8N4O2", "method": "ωB97M-V with the def2-TZVPD basis set", "elements": ["C", "C", "C", "C", "N", "N", "N", "N", "O", "O", "H", "H", "H", "H", "H", "H", "H", "H"], "coordinates": [[-1.13213, -0.21663, -1.30335], [0.51327, 0.11000, 0.45454], [1.86186, 0.07012, -0.17361], [-0.82951, -1.54267, 1.79925], [-0.99553, -1.27875, -0.60715], [-0.51097, 0.90639, -0.83466], [-0.19123, -1.07141, 0.54217], [-0.32174, 2.12233, -1.36606], [-0.76668, 2.20461, -2.48195], [0.18808, 2.98258, -0.69904], [-1.70862, -0.22477, -2.12692], [0.35047, 0.68592, 1.27815], [2.06924, 1.02799, -0.63746], [1.83013, -0.84573, -0.66984], [2.57859, -0.01686, 0.52689], [-1.55786, -2.18060, 1.56515], [-0.02277, -2.02929, 2.55532], [-1.35460, -0.70322, 2.17857]], "forces_ev_per_a": [[2.145, 7.177, -1.089], [-1.279, 1.572, -3.109], [-2.254, 1.340, -0.586], [4.961, 1.230, 1.319], [1.391, -6.136, 5.764], [0.944, -4.155, 3.528], [-2.313, -1.223, -2.204], [-0.395, -2.106, -0.369], [-1.394, 0.677, -2.994], [1.575, 1.882, 2.061], [-1.669, 0.222, -2.762], [-0.052, 1.842, 2.327], [-0.024, -0.262, -0.829], [0.545, -0.994, -1.993], [2.421, -0.423, 2.849], [-2.455, -3.018, -1.158], [-2.010, 1.379, -1.802], [-0.137, 0.997, 1.047]], "e_above_lowest_kj_mol": 394.2, "homo_lumo_gap_ev": [5.704, 7.359], "spin_multiplicity": 3, "s2": 2.012}

6.
{"formula": "C6H9N", "method": "ωB97M-V with the def2-TZVPD basis set", "elements": ["C", "C", "C", "C", "C", "C", "N", "H", "H", "H", "H", "H", "H", "H", "H", "H"], "coordinates": [[0.26719, 0.87202, -0.37962], [-0.93624, -1.71453, 1.61510], [1.27499, 1.80393, -0.80736], [-1.19976, -0.96804, 0.59119], [2.72248, 1.63517, -0.50319], [-2.26429, -1.25788, -0.40320], [-0.43161, 0.03351, 0.14574], [-0.24082, -1.38683, 2.44964], [-1.59062, -2.44350, 1.98319], [0.88585, 2.54872, -1.34554], [3.10443, 0.89413, -1.11576], [2.91856, 1.34501, 0.47983], [3.19639, 2.56146, -0.62637], [-2.27779, -2.29599, -0.80121], [-3.34675, -1.09568, -0.05116], [-2.08202, -0.53150, -1.23128]], "forces_ev_per_a": [[0.204, 1.544, -0.154], [2.069, -0.234, 5.240], [-0.358, -4.622, 2.842], [-0.237, 1.381, -3.612], [-1.732, 0.988, -0.254], [-2.229, -0.077, -1.363], [1.148, 0.362, 0.605], [-0.394, -0.394, -1.508], [-1.117, -1.033, 0.012], [-0.883, 3.225, -1.947], [1.162, -1.448, -1.470], [-0.066, -0.650, 1.754], [1.006, 1.258, -0.574], [0.315, 0.579, 0.227], [1.646, -0.004, -0.133], [-0.533, -0.877, 0.333]], "e_above_lowest_kj_mol": 92.0, "homo_lumo_gap_ev": [5.753, 7.731], "spin_multiplicity": 3, "s2": 2.035}